No. 1
93
Properties=species:S:1:pos:R:3:forces:R:3 method="wB97M-V/def2-TZVPD" homo_ev="-13.00 / -12.98" spin_multiplicity=1 total_energy_ev=-102126.5842 charge=+2 orbital_gap_ev="5.261 / 5.121"
W 1.394 0.832 -0.093 0.9 0.6 0.2
Cl 7.641 2.585 1.896 0.0 0.0 0.0
C 6.046 2.674 1.276 0.1 0.0 0.0
C 5.376 1.495 0.998 -0.1 0.2 0.2
C 4.098 1.574 0.477 0.1 -0.4 0.1
N 3.301 0.430 0.160 -0.2 -0.1 -0.3
C 4.011 -0.648 -0.489 0.2 0.3 0.0
O 5.077 -0.493 -1.004 -0.2 -0.1 0.1
C 3.334 -1.967 -0.344 0.1 0.1 0.0
C 4.036 -3.144 -0.533 -0.1 0.0 0.0
C 3.382 -4.329 -0.228 0.0 0.0 0.0
C 2.085 -4.276 0.260 -0.1 0.1 0.0
C 1.456 -3.046 0.389 0.1 -0.1 -0.2
N 2.077 -1.913 0.069 -0.1 0.1 0.1
C 3.486 2.790 0.227 -0.2 0.4 0.0
C 4.141 3.980 0.541 0.0 -0.1 0.1
C 5.425 3.911 1.051 0.0 0.1 0.0
Cl 6.242 5.377 1.407 0.0 -0.1 0.0
N 2.226 2.644 -0.391 -0.4 0.0 -0.2
C 1.522 3.758 -0.867 0.4 0.1 0.1
O 1.865 4.904 -0.780 -0.2 -0.2 -0.1
C 0.307 3.333 -1.605 0.1 0.0 -0.2
C -0.438 4.242 -2.324 0.0 0.0 0.0
C -1.441 3.762 -3.150 0.0 0.0 0.0
C -1.627 2.392 -3.239 0.1 -0.1 0.0
C -0.845 1.551 -2.470 -0.1 0.3 0.1
N 0.096 2.011 -1.629 -0.2 -0.2 0.0
H 5.861 0.551 1.188 0.0 0.0 0.0
H 5.056 -3.109 -0.884 0.0 0.0 0.0
H 3.886 -5.278 -0.347 0.0 0.0 0.0
H 1.558 -5.173 0.553 0.0 0.0 0.0
H 0.444 -2.972 0.765 0.0 0.0 0.0
H 3.677 4.940 0.395 0.0 0.0 0.0
H -0.188 5.290 -2.239 0.0 0.0 0.0
H -2.050 4.441 -3.731 0.0 0.0 0.0
H -2.375 1.964 -3.891 0.0 0.0 0.0
H -1.000 0.486 -2.528 0.0 0.0 0.0
C -4.055 2.274 1.126 0.0 0.0 0.0
C -4.301 1.459 -0.117 -0.1 0.1 -0.1
C -5.524 1.550 -0.776 0.0 0.0 0.0
C -5.794 0.820 -1.922 0.0 0.0 0.0
C -4.826 -0.022 -2.454 0.0 0.0 0.0
C -3.597 -0.136 -1.828 -0.1 0.0 0.0
C -3.357 0.586 -0.662 0.3 -0.1 0.1
N -2.110 0.511 0.039 0.0 0.0 0.1
C -1.249 -0.462 0.214 0.1 0.3 0.3
N -1.509 -1.715 -0.319 -0.1 0.2 0.0
C -0.877 -2.246 -1.458 -0.1 -0.2 0.1
C 0.222 -1.651 -2.107 -0.1 0.2 -0.2
C 0.791 -2.245 -3.253 -0.1 -0.1 0.0
C 0.267 -3.413 -3.744 0.0 0.1 0.1
C -0.829 -3.986 -3.097 0.0 -0.1 0.0
C -1.416 -3.438 -1.966 0.1 0.1 0.0
C -2.589 -4.091 -1.294 0.0 0.0 0.0
N -0.159 -0.153 0.985 0.2 -0.6 -0.5
C 0.014 -0.913 2.208 -0.2 0.2 0.0
C 1.295 -1.088 2.718 0.3 0.0 0.0
C 1.520 -1.780 3.894 -0.1 0.0 0.0
C 0.450 -2.330 4.579 0.0 0.0 0.0
C -0.830 -2.121 4.096 0.0 0.0 0.0
C -1.088 -1.390 2.937 0.0 -0.1 0.1
C -2.539 -1.083 2.641 0.0 0.1 0.0
H -4.747 3.112 1.157 0.0 0.0 0.0
H -3.053 2.704 1.189 0.0 0.0 0.0
H -4.214 1.681 2.029 0.0 0.0 0.0
H -6.276 2.217 -0.377 0.0 0.0 0.0
H -6.755 0.915 -2.404 0.0 0.0 0.0
H -5.021 -0.578 -3.360 0.0 0.0 0.0
H -2.841 -0.775 -2.265 0.0 0.0 0.0
H -1.886 1.310 0.633 -0.1 -0.1 0.0
H -2.502 -1.934 -0.307 0.0 0.0 0.0
H 1.647 -1.776 -3.720 0.0 0.0 0.0
H 0.694 -3.887 -4.614 0.0 0.0 0.0
H -1.243 -4.908 -3.487 0.0 0.0 0.0
H -2.827 -5.044 -1.761 0.0 0.0 0.0
H -3.489 -3.472 -1.362 0.0 0.0 0.0
H -2.388 -4.279 -0.238 0.0 0.0 0.0
H 2.157 -0.689 2.195 -0.2 0.0 0.1
H 2.530 -1.885 4.265 0.0 0.0 0.0
H 0.604 -2.885 5.494 0.0 0.0 0.0
H -1.675 -2.499 4.656 0.0 0.0 0.0
H -3.150 -1.418 3.476 0.0 0.0 0.0
H -2.945 -1.585 1.761 0.0 0.0 0.0
H -2.704 -0.009 2.542 0.0 -0.1 0.0
O 1.880 0.098 -1.979 0.1 -0.3 -0.3
C 0.852 -0.484 -1.597 0.1 -0.4 0.1
F 1.538 1.638 1.864 -0.1 -0.5 -0.2
C 0.620 2.974 1.955 -0.1 0.0 -0.2
F -0.283 2.528 0.901 -0.1 0.4 0.3
C -0.196 2.654 3.217 0.2 0.2 0.1
F -0.915 3.750 3.480 0.0 0.0 0.1
F -1.077 1.636 3.108 -0.1 -0.1 0.0
F 0.615 2.382 4.229 0.0 0.1 0.0

No. 2
86
Properties=species:S:1:pos:R:3:forces:R:3 method="wB97M-V/def2-TZVPD" homo_ev=-6.89 spin_multiplicity=1 total_energy_ev=-95111.6460 orbital_gap_ev=6.167
Sn -1.472 2.395 1.489 0.2 0.3 0.0
Te 2.202 -1.480 1.230 -0.1 0.4 -0.2
C 1.937 -3.486 0.617 0.4 0.1 1.0
C 1.265 -3.811 -0.512 -1.0 0.3 -1.0
C 1.040 -5.141 -0.821 0.4 0.8 -0.9
N 1.413 -6.114 -0.061 0.7 -1.9 1.5
C 2.062 -5.836 1.084 -0.6 1.4 -0.7
C 2.371 -4.528 1.440 -0.1 -0.2 -0.3
C 0.391 -0.675 0.551 0.9 -0.1 -0.8
P -0.859 -0.262 1.652 -0.5 0.0 1.1
C -0.609 -1.184 3.254 -0.2 1.2 0.5
C -0.260 -2.517 3.194 0.0 0.4 0.8
C -0.109 -3.275 4.339 -0.5 -0.5 -0.3
C -0.378 -2.732 5.589 0.4 -0.2 0.2
C -0.697 -1.386 5.675 0.0 0.1 -1.0
C -0.810 -0.593 4.531 -0.3 -0.5 -1.3
C -2.474 -0.949 1.164 -1.6 -0.7 -0.5
C -2.614 -2.292 0.721 0.2 0.2 0.8
C -3.855 -2.857 0.509 -0.3 0.6 -0.5
C -5.050 -2.106 0.590 0.7 0.0 0.2
C -4.967 -0.777 0.965 1.8 0.2 0.3
C -3.668 -0.211 1.263 -0.7 -1.1 -0.8
P 0.580 0.519 -0.840 0.8 -0.6 -0.4
C 1.786 -0.316 -2.084 0.0 1.3 0.3
C 1.375 -1.242 -3.033 0.2 0.0 0.3
C 2.279 -1.730 -3.960 0.2 0.1 0.7
C 3.624 -1.353 -3.981 -0.9 -0.3 -0.4
C 4.040 -0.391 -3.076 0.8 0.9 0.8
C 3.109 0.177 -2.168 -0.3 -1.5 -0.7
C -0.988 0.451 -1.785 -1.3 0.2 -0.7
C -1.681 -0.725 -2.168 0.5 -0.2 1.7
C -2.904 -0.709 -2.851 2.4 0.8 0.7
C -3.455 0.500 -3.168 -0.2 0.8 -0.1
C -2.865 1.685 -2.723 0.4 0.6 -0.1
C -1.606 1.695 -2.097 -0.7 -1.9 0.0
H 0.845 -3.053 -1.152 0.1 0.2 -0.1
H 0.665 -5.432 -1.786 -0.6 0.1 -0.3
H 2.258 -6.648 1.738 0.4 -0.7 0.4
H 2.918 -4.286 2.330 0.1 -0.2 0.5
H -0.070 -2.992 2.274 0.0 -0.4 -1.0
H 0.105 -4.315 4.110 0.2 -0.1 0.8
H -0.323 -3.304 6.526 0.0 0.1 -0.6
H -0.878 -0.983 6.632 -0.2 0.6 0.9
H -1.155 0.444 4.529 0.1 -0.3 0.5
H -1.747 -2.953 0.634 -0.1 0.4 -0.1
H -3.861 -3.871 0.158 -0.3 -0.4 0.0
H -6.011 -2.560 0.349 0.2 0.1 0.1
H -5.863 -0.171 1.032 0.1 0.1 0.0
H -3.616 0.847 1.440 -0.2 0.3 0.4
H 0.355 -1.609 -3.014 0.2 0.0 -0.2
H 1.937 -2.509 -4.587 -0.2 -0.6 -0.9
H 4.211 -1.858 -4.756 0.3 0.5 0.6
H 5.118 -0.073 -2.998 -1.3 -0.3 -0.3
H 3.424 0.928 -1.475 0.3 0.3 0.4
H -1.300 -1.667 -1.697 -0.3 0.7 -0.9
H -3.268 -1.628 -3.172 -1.0 -1.4 -0.4
H -4.345 0.524 -3.777 -0.2 0.2 0.1
H -3.389 2.632 -2.896 0.3 -0.3 0.0
H -1.140 2.592 -1.752 0.1 0.6 0.0
N 1.941 3.898 -0.993 -0.3 -0.4 0.8
C 1.195 4.190 -2.146 -1.2 0.7 -0.5
C 1.333 3.459 -3.331 -0.3 1.8 1.1
C 0.483 3.756 -4.386 0.4 -0.5 0.0
C -0.552 4.649 -4.237 -0.9 -0.4 0.7
C -0.732 5.323 -3.018 -0.7 0.6 -1.9
C 0.189 5.182 -2.039 1.2 -0.8 1.0
S 0.076 6.159 -0.581 0.0 -0.1 0.3
N 0.470 5.002 0.625 0.6 -0.4 -1.0
C 1.297 4.088 0.264 -0.4 0.6 -0.8
C 1.699 3.152 1.304 0.6 -1.2 1.3
C 3.039 2.787 1.491 -0.5 -0.2 -0.5
C 3.401 1.961 2.519 -1.7 0.4 1.8
C 2.393 1.672 3.483 1.8 -0.7 -0.4
C 1.099 1.988 3.230 -0.8 -0.1 0.3
N 0.761 2.673 2.132 -0.6 0.4 -0.2
H 2.182 2.910 -1.070 0.3 0.1 0.3
H 2.160 2.806 -3.421 0.5 -0.9 -0.2
H 0.672 3.207 -5.293 -0.4 0.0 -0.3
H -1.378 4.636 -4.931 0.2 0.4 -0.5
H -1.542 6.056 -2.924 0.2 -0.4 0.1
H 3.785 3.085 0.803 0.5 0.5 -0.7
H 4.418 1.689 2.708 0.4 -0.2 -0.1
H 2.637 1.131 4.382 0.0 -0.1 0.1
H 0.282 1.659 3.915 0.8 0.5 -0.8
N -2.338 3.236 4.668 0.5 -0.7 -1.5
C -1.994 2.841 3.623 -0.4 0.4 1.3

No. 3
92
Properties=species:S:1:pos:R:3:forces:R:3 method="wB97M-V/def2-TZVPD" homo_ev=-10.58 spin_multiplicity=1 total_energy_ev=-103791.5697 charge=+1 orbital_gap_ev=7.770
Bi -0.527 1.101 -0.919 0.1 -0.1 0.0
C -2.029 3.658 0.129 0.0 0.0 0.0
N -1.030 3.464 -0.936 -0.1 0.0 0.1
C 0.173 4.274 -0.688 0.0 0.0 0.0
C -1.622 3.752 -2.259 0.0 0.0 0.0
C -2.534 2.634 -2.702 0.0 -0.1 0.0
C -3.581 2.878 -3.582 0.0 0.0 0.0
C -4.332 1.825 -4.082 0.0 0.0 0.0
C -4.041 0.520 -3.711 0.0 0.0 0.0
C -3.008 0.275 -2.816 0.0 0.1 0.0
C -2.260 1.326 -2.296 0.0 -0.1 -0.1
H -2.295 4.715 0.218 0.0 0.0 0.0
H -1.622 3.319 1.083 0.0 0.0 0.0
H -2.926 3.084 -0.100 0.0 0.0 0.0
H -0.076 5.339 -0.668 0.0 0.0 0.0
H 0.896 4.085 -1.479 0.0 0.0 0.0
H 0.613 3.985 0.266 0.0 0.0 0.0
H -0.798 3.830 -2.970 0.0 0.0 0.0
H -2.142 4.715 -2.229 0.0 0.0 0.0
H -3.804 3.893 -3.891 0.0 0.0 0.0
H -5.140 2.022 -4.773 0.0 0.0 0.0
H -4.614 -0.300 -4.123 0.0 0.0 0.0
H -2.773 -0.749 -2.541 0.0 0.0 0.0
S 4.195 -2.523 -2.784 0.0 0.0 0.0
C 5.601 -3.491 -2.891 0.0 0.0 0.0
C 5.861 -4.125 -1.720 0.0 0.0 0.0
C 4.897 -3.831 -0.714 0.0 0.0 0.0
C 3.932 -2.967 -1.136 0.0 0.0 0.0
C 2.682 -2.519 -0.432 0.1 0.0 0.0
C 2.477 -1.040 -0.610 0.0 0.0 0.0
N 2.028 -0.222 0.248 0.0 -0.1 0.0
C 1.749 -0.675 1.562 0.0 0.0 0.0
C 2.042 -1.946 1.990 0.0 0.0 0.0
C 1.881 -2.293 3.352 0.0 0.0 0.0
C 1.406 -1.395 4.256 0.0 0.0 0.0
C 1.065 -0.085 3.841 0.0 0.0 0.0
C 0.581 0.878 4.751 0.0 0.0 0.0
C 0.282 2.143 4.318 0.0 0.0 0.0
C 0.488 2.405 2.939 0.0 0.0 0.0
N 0.930 1.545 2.062 0.0 0.0 -0.1
C 1.239 0.288 2.490 0.1 0.0 0.0
C -0.235 3.183 5.212 0.0 0.0 0.0
C -0.986 3.017 6.342 0.0 0.0 0.0
C -1.310 4.244 6.977 0.0 0.0 0.0
C -0.800 5.319 6.317 0.0 0.0 0.0
S 0.079 4.853 4.930 0.0 0.0 0.0
C 2.527 -2.998 1.039 0.0 -0.1 0.0
H 6.163 -3.520 -3.810 0.0 0.0 0.0
H 6.708 -4.777 -1.570 0.0 0.0 0.0
H 4.937 -4.257 0.278 0.0 0.0 0.0
H 2.747 -0.621 -1.579 0.0 0.0 0.0
H 2.151 -3.293 3.670 0.0 0.0 0.0
H 1.292 -1.664 5.299 0.0 0.0 0.0
H 0.473 0.611 5.796 0.0 0.0 0.0
H 0.253 3.401 2.568 0.0 0.0 0.0
H -1.314 2.052 6.699 0.0 0.0 0.0
H -1.897 4.322 7.879 0.0 0.0 0.0
H -0.887 6.362 6.575 0.0 0.0 0.0
H 3.415 -3.474 1.451 0.0 0.0 0.0
O 1.446 -0.270 -6.561 0.0 0.0 0.0
C 1.202 -1.420 -5.962 0.0 0.0 0.0
O 1.292 -2.479 -6.523 0.0 0.0 0.0
C 0.798 -1.371 -4.519 0.0 0.0 -0.1
C 0.553 -2.489 -3.737 0.0 0.0 0.1
Cl 0.631 -4.138 -4.094 0.0 0.0 0.0
N 0.185 -2.076 -2.500 0.1 0.0 0.1
N 0.201 -0.732 -2.448 0.0 0.0 0.0
C 0.569 -0.296 -3.637 0.0 0.1 0.0
C 0.773 1.193 -3.758 0.1 -0.2 0.1
O 1.084 1.688 -4.826 0.0 0.1 0.0
O 0.658 1.842 -2.647 0.0 0.1 0.0
C 0.170 -2.807 -1.262 -0.1 0.0 -0.1
C 1.457 -3.435 -0.841 0.1 -0.1 0.0
C 1.437 -4.031 0.590 0.0 0.0 0.0
C 0.124 -4.021 1.308 -0.1 0.0 0.0
C -0.976 -3.492 0.776 0.1 0.0 0.0
C -0.948 -2.869 -0.551 0.0 0.1 0.0
H 1.318 0.514 -5.969 0.0 0.0 0.0
H 1.771 -4.144 -1.608 0.0 0.0 0.0
H 1.841 -5.044 0.605 0.0 0.0 0.0
H 0.086 -4.471 2.293 0.0 0.0 0.0
H -1.915 -3.506 1.313 0.0 0.0 0.0
H -1.856 -2.444 -0.956 0.0 0.0 0.0
N -4.080 -1.142 1.693 0.0 0.0 0.0
C -3.170 -0.786 2.658 0.0 0.0 0.0
C -2.149 -0.186 1.990 0.0 -0.1 0.0
N -2.422 -0.168 0.638 0.0 0.1 0.1
C -3.593 -0.747 0.499 0.0 0.1 -0.1
H -4.968 -1.589 1.848 0.0 0.0 0.0
H -3.331 -0.983 3.703 0.0 0.0 0.0
H -1.238 0.225 2.392 -0.1 0.0 0.0
H -4.126 -0.876 -0.429 0.0 0.0 0.0